Entry 1:
DFT (ωB97M-V/def2-TZVPD) results for a cluster of 7 separate species, C22H52O20S3 in total.

Calculated values
LUMO level = 0.0 eV
SMILES string = O=S1(=O)OCCO1.O=S1(=O)OCCO1.O=S1(=O)OCCO1.COCCOC.COCCOC.COCCOC.COCCOC
ΔE to the lowest compared entry with this formula, charge and spin = 2.108 eV
HOMO level = -0.338 hartree
molar mass = 732.84 g mol⁻¹
orbital gap = 9.2 eV

Structure (XYZ):
```
97
Properties=species:S:1:pos:R:3:lowdin_charge:R:1
C 3.67533 -5.81726 -1.22881 -0.11
O 3.64065 -5.48909 0.09215 -0.15
C 2.47357 -5.09534 0.57879 -0.25
C 2.72730 -4.56015 2.07421 -0.15
O 2.87138 -5.47450 3.13531 -0.17
C 1.80650 -6.32953 3.48227 -0.11
H 4.58107 -5.39358 -1.66267 0.09
H 3.02028 -5.12319 -1.75537 0.07
H 3.63612 -6.87077 -1.50571 0.10
H 1.79284 -5.94228 0.66477 0.11
H 1.98305 -4.38670 -0.08853 0.09
H 1.93984 -3.85412 2.33787 0.10
H 3.64340 -3.96965 2.06136 0.12
H 0.85213 -5.86410 3.72857 0.09
H 2.20828 -6.87761 4.33449 0.09
H 1.57394 -7.14438 2.79668 0.08
C 1.84254 -3.03524 -4.38257 -0.11
O 2.32792 -2.13148 -5.31605 -0.19
C 2.16920 -0.74124 -5.09831 -0.18
C 0.71246 -0.39354 -5.05068 -0.21
O 0.26806 -0.42273 -3.72959 -0.18
C 0.39946 0.81413 -3.09028 -0.11
H 0.75641 -3.05720 -4.47167 0.08
H 2.08919 -2.62944 -3.40147 0.09
H 2.25588 -4.04320 -4.41786 0.09
H 2.56548 -0.26499 -5.99511 0.13
H 2.74785 -0.49013 -4.20938 0.13
H 0.19174 -1.29794 -5.36537 0.12
H 0.35764 0.43194 -5.66775 0.13
H 1.41225 1.05843 -2.76987 0.07
H -0.21974 0.86745 -2.19481 0.09
H 0.06362 1.68674 -3.65050 0.08
C 0.54167 5.95550 -3.04129 -0.10
O 1.90058 5.42738 -3.05096 -0.15
C 1.81869 3.98545 -2.93836 -0.20
C 3.18937 3.36439 -3.16496 -0.21
O 4.15997 3.60232 -2.13155 -0.17
C 5.08594 2.53029 -1.96207 -0.10
H 0.00035 5.54062 -3.89154 0.08
H 0.47993 7.02651 -3.23423 0.08
H -0.08545 5.85546 -2.15540 0.08
H 1.18338 3.50784 -3.68426 0.10
H 1.54594 3.56291 -1.97133 0.12
H 3.66491 3.60282 -4.11633 0.13
H 3.03474 2.30344 -3.36135 0.09
H 5.92979 2.84960 -1.35047 0.09
H 5.52467 2.29904 -2.93272 0.08
H 4.64954 1.62809 -1.53350 0.08
C -2.87404 1.28836 0.71249 -0.14
O -1.62214 1.73045 0.35053 -0.17
C -0.64367 1.60562 1.42477 -0.16
C 0.88872 1.57635 1.03738 -0.18
O 1.29669 0.46721 0.30996 -0.19
C 1.10052 -0.77032 0.95989 -0.09
H -3.58985 1.42487 -0.09811 0.10
H -3.25878 1.90572 1.52425 0.07
H -2.88134 0.21005 0.87147 0.08
H -0.95998 0.88362 2.17762 0.10
H -0.74760 2.54400 1.96950 0.11
H 1.56890 1.75984 1.86912 0.13
H 0.97613 2.40952 0.34004 0.12
H 1.69428 -0.88920 1.86621 0.09
H 1.38833 -1.66399 0.40615 0.08
H 0.03402 -0.77084 1.18507 0.08
C -2.77567 1.01695 5.96483 -0.17
C -2.54728 1.80662 4.69861 -0.19
O -3.25942 1.13619 3.67275 -0.27
S -3.79417 -0.40604 4.11394 0.75
O -3.43652 -1.36034 3.08265 -0.24
O -5.21334 -0.29242 4.41639 -0.24
O -2.83417 -0.31098 5.46654 -0.20
H -3.68540 1.32739 6.47874 0.14
H -1.92967 1.02051 6.65212 0.14
H -1.51113 1.73321 4.36831 0.12
H -2.90838 2.83141 4.78524 0.12
C -3.53985 5.66987 2.48105 -0.15
C -4.10959 6.22237 3.77822 -0.16
O -5.04495 5.24184 4.20533 -0.23
S -5.39772 4.08761 3.05261 0.74
O -6.41308 4.64961 2.15898 -0.24
O -5.59688 2.81632 3.76032 -0.23
O -3.87140 4.26871 2.50922 -0.25
H -2.45770 5.75610 2.38307 0.14
H -4.02496 5.95180 1.54654 0.13
H -4.72856 7.06889 3.48095 0.13
H -3.41234 6.35393 4.60565 0.14
C -1.12225 -2.72340 -0.61921 -0.19
C -2.17572 -3.32415 -1.61015 -0.16
O -2.24337 -4.70889 -1.33809 -0.19
S -0.84643 -5.18170 -0.57357 0.74
O 0.24698 -5.34852 -1.52232 -0.25
O -1.17107 -6.21912 0.43117 -0.25
O -0.61799 -3.74517 0.21777 -0.20
H -1.66171 -1.96780 -0.04807 0.12
H -0.30085 -2.20388 -1.11267 0.12
H -1.84139 -3.25308 -2.64516 0.12
H -3.13388 -2.82609 -1.46190 0.13
```


Entry 2:
DFT (ωB97M-V/def2-TZVPD) results for a structure of composition C14H18ClCrN2O4.

Calculated values
LUMO level (spin up / spin down) = 2.6 / 2.6 eV
ΔE to the lowest compared entry with this formula, charge and spin = 0.000 eV
net charge = -1
HOMO level (spin up / spin down) = -0.133 / -0.133 hartree
molar mass = 365.76 g mol⁻¹
orbital gap (spin up / spin down) = 6.2 / 6.2 eV

Structure (XYZ):
```
40
Properties=species:S:1:pos:R:3:lowdin_charge:R:1
Cr 0.08343 0.80011 0.29193 0.52
O -2.42794 0.17424 -1.65636 -0.65
Cl -1.01725 -0.38972 -1.51845 0.79
O -0.16501 -0.13952 -2.77504 -0.67
O -0.84152 -0.39832 1.40156 -0.31
O -0.07992 2.34154 0.08742 -0.40
C 0.56075 -1.04962 4.28935 -0.04
C 1.19006 -0.62022 2.94961 -0.50
C 2.35709 0.32622 3.24340 -0.07
C 0.15737 0.21228 2.16327 -0.38
C 1.61696 -1.89100 2.23154 -0.18
C 2.95594 -2.23022 2.04416 -0.06
C 3.32300 -3.42834 1.44226 -0.11
C 2.35310 -4.32290 1.01859 -0.12
C 1.01425 -4.00554 1.20894 -0.08
C 0.65088 -2.80832 1.80725 -0.03
H 0.26045 -0.16587 4.85832 0.08
H 1.26701 -1.62977 4.89157 0.08
H -0.32807 -1.65935 4.11706 0.08
H 1.95851 1.26321 3.63794 0.08
H 2.90782 0.56322 2.33295 0.08
H 3.04509 -0.08451 3.98882 0.08
H -0.25772 0.96789 2.85273 0.10
H 3.73372 -1.54848 2.35820 0.10
H 4.37315 -3.65865 1.30414 0.09
H 2.63403 -5.25438 0.54187 0.09
H 0.24223 -4.68851 0.87495 0.10
H -0.39555 -2.56307 1.93075 0.11
C 4.43430 1.19779 -2.95146 -0.02
N 3.50906 0.54463 -2.05381 -0.12
C 3.47024 -0.79077 -1.73869 -0.05
C 2.43937 -0.94943 -0.86997 -0.09
N 1.85325 0.27309 -0.64157 -0.02
C 2.52298 1.14591 -1.36013 -0.13
H 4.81787 0.46596 -3.65863 0.09
H 5.27095 1.64018 -2.40905 0.09
H 3.91557 1.97510 -3.50900 0.09
H 4.15312 -1.50023 -2.17202 0.12
H 2.05874 -1.85191 -0.42556 0.10
H 2.28078 2.19318 -1.43801 0.14
```


Entry 3:
DFT (ωB97M-V/def2-TZVPD) results for a cluster of 6 separate species, CH13O5S in total.

Calculated values
LUMO level = 3.5 eV
ΔE to the lowest compared entry with this formula, charge and spin = 1.280 eV
net charge = -1
HOMO level = -0.140 hartree
molar mass = 137.18 g mol⁻¹
orbital gap = 7.3 eV

Structure (XYZ):
```
20
Properties=species:S:1:pos:R:3:lowdin_charge:R:1
C 2.94621 -0.13282 -1.29607 -0.62
S 1.56707 0.24101 -0.08326 0.30
H 2.53224 0.07819 -2.35585 0.02
H 3.37721 -1.20268 -1.26865 0.02
H 3.85144 0.46138 -1.17065 -0.03
H -0.27719 -0.68693 -1.19195 -0.07
H -1.59406 -0.40771 -1.57539 -0.01
O -0.98846 -1.12374 -1.76288 -0.14
H -0.44888 1.25156 0.28367 -0.12
H -1.08335 2.37943 -0.66927 0.06
O -1.26638 1.64230 -0.04629 -0.13
H 1.52629 2.59204 1.19137 -0.08
H 0.02449 2.69732 1.61040 0.06
O 0.84468 3.22736 1.30748 -0.14
H -2.98385 -0.77660 0.56416 -0.04
H -2.83606 -2.28027 0.75254 0.06
O -3.45578 -1.49056 0.89956 -0.08
H -0.47225 -2.65550 0.12435 -0.01
H -0.39322 -1.75506 1.32829 -0.02
O -0.63072 -2.59965 1.03782 -0.04
```


Entry 4:
DFT (ωB97M-V/def2-TZVPD) results for a cluster of 2 separate species, C3H9NO3 in total.

Calculated values
LUMO level = 0.6 eV
SMILES string = N[C@@H](C=O)CO.O
ΔE to the lowest compared entry with this formula, charge and spin = 2.847 eV
HOMO level = -0.353 hartree
molar mass = 107.11 g mol⁻¹
orbital gap = 10.2 eV

Structure (XYZ):
```
16
Properties=species:S:1:pos:R:3:lowdin_charge:R:1
O 0.57369 1.05749 -1.35173 0.03
C 1.27420 0.15839 -0.95804 -0.17
C 1.10861 -0.43982 0.50771 -0.32
C 0.37268 0.63463 1.41040 -0.21
O -1.04032 0.34690 1.47856 -0.11
N 0.43229 -1.73178 0.70957 0.02
H 2.13459 -0.23252 -1.59599 0.13
H 2.09674 -0.51975 0.91871 0.12
H 0.71505 1.61517 1.15776 0.11
H 0.61846 0.28340 2.43398 0.12
H -1.44170 1.17082 1.05316 0.13
H 0.58615 -1.96396 1.75691 0.11
H -0.54934 -1.45951 0.81411 0.05
H -1.80576 -0.85233 -2.05839 0.05
H -1.31954 0.43669 -2.19923 0.02
O -2.10757 0.03626 -1.75287 -0.09
```


Entry 5:
DFT (ωB97M-V/def2-TZVPD) results for a cluster of 2 separate species, C5H12O2 in total.

Calculated values
LUMO level = 0.7 eV
SMILES string = CC/C=C/CO.O
ΔE to the lowest compared entry with this formula, charge and spin = 2.494 eV
HOMO level = -0.336 hartree
molar mass = 104.15 g mol⁻¹
orbital gap = 9.9 eV

Structure (XYZ):
```
19
Properties=species:S:1:pos:R:3:lowdin_charge:R:1
C 0.43006 0.13357 -2.95954 -0.10
C 1.01347 0.73273 -1.65720 -0.26
C -1.49228 1.04600 1.37881 -0.26
O -1.96237 0.23601 2.41455 -0.02
C -0.26869 0.52097 0.52663 -0.07
C -0.01024 1.06476 -0.65754 -0.18
H 1.06281 -0.17954 -3.75032 0.05
H -0.26861 0.78388 -3.37846 0.04
H -0.12164 -0.83101 -2.71473 0.10
H 1.64457 1.65612 -1.84206 0.12
H 1.74647 0.06607 -1.19434 0.10
H -2.15787 1.32308 0.54325 0.11
H -0.97945 1.93284 1.85775 0.13
H -2.57682 -0.29119 2.02615 0.03
H 0.20460 -0.38922 0.89060 0.10
H -0.75323 1.76515 -1.01375 0.11
H 2.90391 -2.89061 1.10695 0.05
H 1.39770 -2.87526 1.72473 0.10
O 1.94532 -2.86832 0.83011 -0.14
```


Entry 6:
DFT (ωB97M-V/def2-TZVPD) results for a structure of composition C3H2KLiO2.

Calculated values
LUMO level = -0.9 eV
ΔE to the lowest compared entry with this formula, charge and spin = 0.000 eV
HOMO level = -0.214 hartree
molar mass = 116.09 g mol⁻¹
orbital gap = 5.0 eV

Structure (XYZ):
```
9
Properties=species:S:1:pos:R:3:lowdin_charge:R:1
O 0.70032 -0.57801 -0.12506 -0.32
C -0.45510 -0.76411 -0.80411 -0.47
C 0.78060 0.24030 1.08531 -0.35
O -0.33046 -1.53815 -1.78536 -0.28
C 0.31660 1.49208 0.94999 -0.14
K -2.88926 -1.35457 -2.54616 0.85
H 0.39541 2.17690 1.79868 0.01
H -0.14452 1.87950 0.03227 0.03
Li 1.62641 -1.55394 1.39445 0.68
```